Entry 1:
Molecular formula: C10H16N2O3
Method: DFT, ωB97M-V/def2-TZVPD

Orbital gap = 9.83 eV
E_LUMO = 0.7 eV
Total energy = -19751.987 eV
HOMO = -9.14 eV
SMILES string = O=C(O)[C@@H]1CCCN1C(=O)[C@@H]1CCCN1
Energy above the lowest of the compared OMol25 structures with the same formula, charge and spin = 75.3 kJ/mol

Bonds (Å) are listed after each position.
Element x y z (Å)
1 O 2.4798 -1.2997 1.4300  C12 1.339, H28 0.947
2 O 4.2305 -1.2209 -0.0241  C12 1.173
3 O 0.5738 -2.1560 -1.2034  C7 1.205
4 N 0.8630 -0.1011 -0.2864  C7 1.350, C8 1.460, C11 1.468
5 N -1.6729 -0.9154 0.9928  C9 1.443, C13 1.503, H19 1.007
6 C 2.6556 1.3330 -0.6879  C10 1.621, C11 1.521, H27 1.106, H30 1.112
7 C 0.1299 -1.1577 -0.6961  O3 1.205, N4 1.350, C9 1.482
8 C 0.4289 1.1003 0.4206  N4 1.460, C10 1.581, H18 1.093, H25 1.133
9 C -1.3188 -1.1656 -0.3832  N5 1.443, C7 1.482, C14 1.554, H21 1.121
10 C 1.6442 2.1055 0.3165  C6 1.621, C8 1.581, H17 1.119, H24 1.149
11 C 2.2998 -0.1418 -0.5830  N4 1.468, C6 1.521, C12 1.481, H22 1.106
12 C 3.1594 -0.9139 0.3433  O1 1.339, O2 1.173, C11 1.481
13 C -3.1306 -0.5481 0.9663  N5 1.503, C15 1.486, H23 1.137, H26 1.135
14 C -2.1488 -0.0851 -1.1300  C9 1.554, C15 1.519, H20 1.095, H29 1.104
15 C -3.1047 0.4890 -0.0980  C13 1.486, C14 1.519, H16 1.129, H31 1.121
16 H -4.1307 0.6026 -0.5544  C15 1.129
17 H 1.2480 3.0705 -0.0884  C10 1.119
18 H 0.3256 0.7941 1.4650  C8 1.093
19 H -1.6369 -1.7783 1.5115  N5 1.007
20 H -1.6429 0.7001 -1.7021  C14 1.095
21 H -1.6245 -2.1548 -0.8140  C9 1.121
22 H 2.3914 -0.6336 -1.5691  C11 1.106
23 H -3.4656 -0.1541 1.9784  C13 1.137
24 H 2.1087 2.1706 1.3654  C10 1.149
25 H -0.5567 1.5067 0.0379  C8 1.133
26 H -3.7901 -1.4155 0.6500  C13 1.135
27 H 3.7144 1.4072 -0.3779  C6 1.106
28 H 3.0507 -1.8783 1.9150  O1 0.947
29 H -2.6882 -0.6330 -1.9224  C14 1.104
30 H 2.4831 1.6448 -1.7415  C6 1.112
31 H -2.8755 1.4288 0.4688  C15 1.121

Entry 2:
Molecular formula: C5H12N3
Method: DFT, ωB97M-V/def2-TZVPD

Charge = +1
Orbital gap = 9.07 eV
E_LUMO = -4.2 eV
Total energy = -9840.209 eV
HOMO = -13.24 eV
Energy above the lowest of the compared OMol25 structures with the same formula, charge and spin = 386.2 kJ/mol

Bonds (Å) are listed after each position.
Element x y z (Å)
1 N 0.2082 1.0005 -0.5962  C4 1.264, H9 0.997
2 N -2.9386 1.4423 -0.8458  H10 0.993, H11 0.933, H17 0.981
3 N 2.9248 0.5994 0.0921  C5 1.138, C8 1.344
4 C 0.4665 0.1028 0.2548  N1 1.264, C6 1.473, C8 1.596
5 C 3.7575 1.3047 -0.2305  N3 1.138, H15 1.055
6 C -0.3733 -0.4646 1.3243  C4 1.473, H13 1.046, H14 1.203, H19 1.189
7 C 2.2416 -1.5123 -0.5438  C8 1.569, H12 1.038, H16 1.064, H20 1.121
8 C 1.9977 -0.3109 0.4357  N3 1.344, C4 1.596, C7 1.569, H18 1.058
9 H -0.6970 1.3959 -0.4592  N1 0.997
10 H -3.1253 2.4166 -0.8815  N2 0.993
11 H -3.1320 1.2534 0.0474  N2 0.933
12 H 1.9826 -2.4272 -0.1265  C7 1.038
13 H -0.5111 -1.5010 1.3143  C6 1.046
14 H -1.4409 0.0706 1.1777  C6 1.203
15 H 4.4145 2.0506 -0.5850  C5 1.055
16 H 1.6401 -1.3214 -1.4002  C7 1.064
17 H -3.6294 0.9833 -1.3702  N2 0.981
18 H 2.3050 -0.6595 1.3864  C8 1.058
19 H 0.0774 -0.1000 2.3627  C6 1.189
20 H 3.2542 -1.4783 -1.0240  C7 1.121